Here is a 8-piece molecular cluster, C33H50ClN2O15 overall from OMol25. Energies are from the ωB97M-V functional and the def2-TZVPD basis.

Properties
Total energy = -2985.56671 a.u.
Maximum force = 0.0125 Eh/bohr
Multiplicity = 1
Net charge = +1
LUMO = -3.316 eV
Kohn-Sham gap = 7.382 eV

Structure (XYZ):
```
101
Properties=species:S:1:pos:R:3:forces:R:3:lowdin_charge:R:1
C 1.617 0.339 6.662 0.2 0.0 0.0 -0.065
O 1.029 1.367 5.864 -0.2 -0.2 0.0 -0.173
C -0.151 1.899 6.408 0.1 0.3 -0.2 -0.144
C -1.279 0.919 6.253 0.1 -0.1 0.1 -0.170
C -2.399 0.659 6.970 0.2 0.2 0.1 -0.006
N -3.039 -0.379 6.319 -0.2 0.0 0.1 -0.481
Cl -4.497 -1.062 6.797 0.0 0.0 0.0 0.842
C -2.342 -0.751 5.250 0.1 -0.1 -0.2 -0.059
N -1.275 0.028 5.205 0.1 0.1 -0.2 0.190
H 0.872 -0.196 7.258 0.0 0.0 0.0 0.093
H 2.095 -0.376 5.993 0.0 0.1 0.0 0.079
H 2.376 0.762 7.323 -0.1 0.0 0.0 0.101
H -0.389 2.794 5.825 0.1 0.0 0.0 0.148
H -0.036 2.213 7.450 -0.1 -0.1 0.0 0.145
H -2.758 1.125 7.872 -0.2 -0.2 -0.1 0.145
H -2.576 -1.534 4.545 -0.1 0.1 0.1 0.171
H -0.561 -0.018 4.483 -0.1 -0.1 0.0 0.162
O -0.804 -0.606 2.008 -0.1 -0.2 0.5 0.092
C 0.396 -0.646 2.100 0.1 0.4 -0.3 -0.502
O 1.031 -1.543 2.886 -0.1 0.1 0.2 0.011
C 2.455 -1.267 2.889 0.2 0.0 -0.1 -0.130
C 2.705 -0.479 1.613 0.0 0.0 -0.1 -0.135
C 1.394 0.281 1.445 0.3 -0.5 -0.1 -0.060
H 2.688 -0.687 3.784 0.0 0.0 0.0 0.111
H 2.987 -2.214 2.933 -0.1 -0.1 0.0 0.122
H 3.578 0.165 1.670 0.0 0.0 0.1 0.106
H 2.840 -1.166 0.777 0.0 0.0 0.0 0.126
H 1.401 1.233 1.980 0.0 0.0 -0.1 0.130
H 1.135 0.449 0.404 -0.1 0.2 0.1 0.134
O -0.406 -1.461 -3.434 0.1 0.0 0.0 0.114
C -0.693 -2.225 -2.558 -0.2 0.0 -0.1 -0.478
O -0.280 -3.510 -2.554 0.0 -0.1 0.0 0.040
C -0.841 -4.217 -1.429 -0.3 0.0 0.0 -0.146
C -1.195 -3.131 -0.423 -0.2 0.1 0.0 -0.158
C -1.553 -1.962 -1.336 0.3 -0.2 0.2 -0.067
H -1.725 -4.763 -1.768 0.0 0.1 -0.1 0.129
H -0.111 -4.923 -1.057 0.1 0.0 -0.1 0.098
H -1.996 -3.425 0.254 0.0 0.0 0.0 0.119
H -0.324 -2.879 0.175 0.0 -0.1 0.0 0.083
H -2.600 -1.971 -1.643 0.0 0.1 0.0 0.132
H -1.311 -0.996 -0.899 -0.1 0.1 -0.1 0.113
O -1.166 3.648 -7.440 0.0 0.0 0.0 0.113
C -0.628 2.732 -6.886 0.1 0.2 0.1 -0.475
O -1.338 1.779 -6.236 0.0 -0.1 0.0 0.024
C -0.455 0.858 -5.566 0.1 0.0 0.0 -0.166
C 0.872 0.984 -6.300 0.0 0.1 0.0 -0.147
C 0.857 2.447 -6.747 -0.2 -0.6 0.0 -0.084
H -0.379 1.154 -4.518 0.0 0.0 0.0 0.118
H -0.884 -0.137 -5.611 -0.1 0.0 0.0 0.110
H 1.724 0.711 -5.680 0.0 0.0 0.0 0.111
H 0.873 0.335 -7.177 0.0 0.0 0.0 0.118
H 1.261 3.118 -5.986 0.0 0.1 -0.1 0.130
H 1.371 2.620 -7.683 0.0 0.2 0.0 0.100
O 1.862 4.690 -8.415 0.2 0.1 -0.1 0.116
C 1.551 5.804 -8.715 -0.1 0.0 0.2 -0.470
O 2.420 6.664 -9.298 0.0 0.0 0.0 0.025
C 1.811 7.957 -9.457 -0.1 0.1 0.0 -0.157
C 0.309 7.696 -9.437 0.0 -0.1 0.1 -0.150
C 0.214 6.486 -8.509 0.0 0.2 -0.4 -0.074
H 2.132 8.591 -8.627 0.0 0.0 0.0 0.124
H 2.166 8.392 -10.388 0.1 -0.1 0.0 0.123
H -0.269 8.559 -9.112 0.0 0.0 0.0 0.114
H -0.030 7.419 -10.436 0.0 0.0 0.0 0.118
H 0.137 6.772 -7.458 0.0 0.0 0.0 0.134
H -0.595 5.802 -8.748 0.0 -0.1 0.2 0.113
O 3.578 2.715 1.369 0.0 0.0 0.1 0.103
C 4.195 2.717 0.340 0.0 -0.1 0.1 -0.490
O 3.723 2.109 -0.768 0.0 0.0 0.0 0.018
C 4.697 2.170 -1.831 0.1 0.0 -0.1 -0.140
C 5.598 3.346 -1.472 0.0 0.0 0.1 -0.144
C 5.557 3.318 0.056 -0.1 0.1 -0.3 -0.069
H 5.239 1.222 -1.850 0.0 0.0 0.0 0.128
H 4.171 2.293 -2.773 -0.1 0.0 0.0 0.126
H 6.595 3.262 -1.897 0.0 -0.1 0.0 0.119
H 5.154 4.274 -1.833 0.0 0.0 0.0 0.121
H 6.316 2.657 0.480 0.0 0.0 0.0 0.133
H 5.639 4.299 0.513 0.0 -0.1 0.1 0.127
O 1.421 -4.424 0.481 0.3 0.0 0.2 0.103
C 1.963 -5.348 1.019 0.1 0.1 0.1 -0.470
O 1.265 -6.309 1.658 0.0 0.0 0.0 0.033
C 2.160 -7.244 2.293 0.1 -0.1 0.0 -0.145
C 3.478 -7.106 1.539 0.0 0.1 0.0 -0.144
C 3.448 -5.633 1.129 -0.1 -0.3 -0.1 -0.069
H 2.252 -6.966 3.345 0.0 0.0 0.0 0.126
H 1.723 -8.236 2.228 -0.1 0.0 0.0 0.127
H 4.341 -7.390 2.135 0.0 0.0 0.0 0.118
H 3.461 -7.734 0.648 0.0 0.0 0.0 0.122
H 3.866 -4.980 1.897 0.0 0.0 0.0 0.125
H 3.941 -5.436 0.181 0.0 0.2 0.0 0.129
O -11.189 -2.588 4.883 0.0 -0.1 0.0 0.145
C -10.013 -2.551 5.058 0.0 0.2 0.1 -0.480
O -9.361 -3.456 5.841 0.0 0.0 0.0 0.026
C -7.979 -3.116 5.958 0.1 0.0 0.0 -0.174
C -7.673 -2.244 4.742 -0.1 0.0 -0.1 -0.164
C -9.011 -1.542 4.518 0.2 -0.3 0.0 -0.071
H -7.835 -2.578 6.900 0.0 0.0 0.0 0.121
H -7.398 -4.036 5.988 -0.1 0.0 0.0 0.124
H -6.835 -1.567 4.898 0.0 0.0 0.0 0.076
H -7.441 -2.876 3.884 0.0 0.0 0.0 0.120
H -9.104 -0.626 5.103 0.0 0.0 0.0 0.131
H -9.220 -1.326 3.474 -0.1 0.1 0.0 0.127
```
Forces are in eV/Å.